(1)
{
  "formula": "Cl2HNOS",
  "method": "ωB97M-V/def2-TZVPD",
  "species": ["Cl", "O", "H", "Cl", "N", "S"],
  "positions_angstrom": [[-0.9114, -2.8411, 0.4265], [1.7074, -2.6748, -0.0919], [0.7962, 0.4045, 0.4167], [0.9725, -1.5059, 2.5725], [0.6524, -0.1680, -0.4107], [0.7829, -1.7477, 0.4617]],
  "forces_ev_per_a": [[-0.447, 0.330, 0.184], [0.504, 0.122, 0.470], [-0.148, 0.698, 0.296], [0.013, -0.073, -1.394], [0.311, -4.956, 2.783], [-0.232, 3.878, -2.340]],
  "lowdin_charge": [0.33, -0.44, -0.07, 0.24, -0.20, 0.14],
  "smiles": "N=S(=O)(Cl)Cl",
  "energy_ha": -1449.0496,
  "e_lumo_ha": -0.075,
  "multiplicity": 1,
  "e_homo_ha": -0.3747,
  "de_lowest_ev": 1.3910,
  "gap_ha": 0.300
}



(2)
{
  "formula": "C3H5O4Pb",
  "method": "ωB97M-V/def2-TZVPD",
  "species": ["H", "O", "Pb", "C", "O", "O", "H", "C", "H", "C", "H", "H", "O"],
  "positions_angstrom": [[1.4326, -1.2151, 1.5475], [-0.8510, 0.9945, 0.4076], [-2.2712, -1.1085, -3.0237], [0.6468, -0.8890, 0.8510], [0.1988, 1.4060, -1.5733], [-1.7252, 0.2350, -1.4603], [1.2854, 0.0063, -0.9213], [0.2116, 0.5166, 1.2312], [1.0664, 1.2063, 1.1535], [-0.7369, 0.8349, -0.9445], [-0.1919, 0.5155, 2.2510], [-0.2288, -1.5579, 0.9396], [1.1634, -0.9446, -0.4582]],
  "forces_ev_per_a": [[-0.186, -0.013, 0.160], [-0.156, -0.504, 0.901], [-0.441, -1.109, -1.408], [-0.012, 0.542, -0.148], [-0.781, -1.134, 1.358], [0.743, 1.179, 1.858], [-0.717, -2.637, 1.594], [0.079, 0.202, -0.276], [-0.079, -0.111, 0.118], [0.360, 1.392, -2.364], [0.171, 0.119, -0.163], [0.343, 0.086, -0.157], [0.676, 1.990, -1.473]],
  "lowdin_charge": [0.11, -0.02, 0.25, -0.27, -0.03, -0.49, 0.13, -0.18, 0.12, -0.75, 0.12, 0.13, -0.13],
  "energy_ha": -611.1206,
  "e_lumo_ha": [0.129, 0.129],
  "multiplicity": 1,
  "e_homo_ha": [-0.0548, -0.0530],
  "de_lowest_ev": 0.3919,
  "gap_ha": [0.184, 0.182],
  "charge": -1
}